1.
Entry from OMol25: a molecular structure, C3H4I2O3 (ωB97M-V/def2-TZVPD).

Last column: natural (NBO) charge in e.
CARTESIAN COORDINATES (ANGSTROEM)
C1 -0.68 -1.06 -0.32  0.068
C2 -1.07 0.07 0.20  0.001
C3 1.78 0.87 -0.09  0.386
O1 -0.18 -2.31 0.03  -0.702
O2 -1.14 0.54 1.49  -0.691
O3 1.91 0.56 1.05  -0.463
I1 -0.96 -1.15 -2.35  0.160
I2 1.65 2.97 -1.03  -0.080
H1 -1.20 0.81 -0.64  0.195
H2 1.81 0.18 -0.84  0.144
H3 -0.08 -2.62 0.83  0.489
H4 -1.83 1.13 1.67  0.493

Summary:
electronic energy	-25516.3441	eV
HOMO	-8.88	eV
energy relative to the best compared isomer or geometry (same formula, charge and spin)	51.2	kcal per mole
LUMO level	-0.01	eV
net charge	0
frontier orbital gap	8.875	eV

---

2.
Entry from OMol25: 3 unconnected molecules or ions with the total composition C3H4IN (ωB97M-V/def2-TZVPD).

Last column: natural (NBO) charge in e.
CARTESIAN COORDINATES (ANGSTROEM)
C1 -0.75 -1.10 -0.23  -0.273
C2 -0.09 -0.20 0.24  -0.253
C3 0.48 2.37 0.97  0.285
N1 1.34 2.71 0.29  -0.711
I1 2.86 -0.57 -0.89  -0.035
H1 -1.46 -1.83 -0.68  0.249
H2 3.13 0.09 0.34  0.054
H3 0.49 0.60 0.78  0.221
H4 2.24 2.70 -0.23  0.462

Summary:
electronic energy	-12761.4560	eV
HOMO	-9.42	eV
energy relative to the best compared isomer or geometry (same formula, charge and spin)	93.8	kcal per mole
LUMO level	0.55	eV
net charge	0
frontier orbital gap	9.962	eV

---

3.
Entry from OMol25: C3H4INO in the gas phase (ωB97M-V/def2-TZVPD).

Last column: natural (NBO) charge in e.
CARTESIAN COORDINATES (ANGSTROEM)
C1 2.70 0.39 -0.02  0.164
C2 0.09 0.91 0.11  -0.376
C3 0.51 -0.61 -0.26  -0.071
N1 0.76 1.89 -0.34  -0.202
O1 1.96 -0.68 0.07  -0.531
I1 4.73 0.02 0.02  0.165
H1 -0.92 1.13 -0.36  0.273
H2 0.06 0.84 1.25  0.169
H3 0.06 -1.44 0.23  0.210
H4 0.42 -0.60 -1.33  0.197

Summary:
electronic energy	-14806.6667	eV
HOMO (spin up / spin down)	-8.45 / -7.79	eV
energy relative to the best compared isomer or geometry (same formula, charge and spin)	155.6	kcal per mole
LUMO level (spin up / spin down)	-0.65 / -0.27	eV
net charge	0
frontier orbital gap (spin up / spin down)	7.803 / 7.516	eV

---

4.
Entry from OMol25: C3H4INS in the gas phase (ωB97M-V/def2-TZVPD).

Last column: natural (NBO) charge in e.
CARTESIAN COORDINATES (ANGSTROEM)
C1 0.50 -1.44 0.31  -0.102
C2 1.07 1.16 0.26  -0.579
C3 -1.31 -0.08 -0.42  0.013
N1 -0.72 -1.17 -0.14  -0.477
S1 1.76 -0.27 0.82  0.298
I1 -3.49 -0.03 -0.16  0.035
H1 0.76 -2.46 0.11  0.207
H2 1.06 1.39 -0.90  0.198
H3 1.35 2.07 0.96  0.219
H4 -0.98 0.82 -0.85  0.187

Summary:
electronic energy	-23596.9612	eV
HOMO (spin up / spin down)	-6.97 / -9.47	eV
energy relative to the best compared isomer or geometry (same formula, charge and spin)	17.8	kcal per mole
⟨S²⟩	2.03
LUMO level (spin up / spin down)	0.43 / -1.78	eV
net charge	0
spin multiplicity	3
frontier orbital gap (spin up / spin down)	7.394 / 7.690	eV